[1]
The following is a quantum chemistry calculation of a single C5H7NO molecule in a non-equilibrium geometry, from OMol25.

HOMO energy in eV: -11.141
LUMO energy in eV: 0.8
Energy above the lowest of the compared OMol25 structures with the same formula, charge and spin in kcal/mol: 39.1
DFT total energy in eV: -8834.5055
SMILES: CC[C@@]1(C#N)CO1
HOMO-LUMO gap in eV: 11.963

```
14
C5H7NO | OMol25 | ωB97M-V/def2-TZVPD
C 1.3236 1.1232 -0.3520
C -0.1745 0.9631 -0.1034
C -0.6169 -0.4855 -0.0451
C -0.1583 -1.3164 -1.1614
N 0.2470 -1.9418 -2.0460
C -0.9287 -1.1656 1.2213
O -1.9564 -0.7197 0.3516
H 1.9149 0.6312 0.4279
H 1.5961 2.1824 -0.3658
H 1.6108 0.6895 -1.3157
H -0.4699 1.4339 0.8407
H -0.7463 1.4550 -0.8990
H -0.8198 -2.2462 1.2984
H -0.8218 -0.6031 2.1485
```

[2]
The following is a quantum chemistry calculation of a molecular structure, C5H7NO, from OMol25.

HOMO energy in eV: -9.107
LUMO energy in eV: 0.7
Energy above the lowest of the compared OMol25 structures with the same formula, charge and spin in kcal/mol: 61.4
DFT total energy in eV: -8833.5414
HOMO-LUMO gap in eV: 9.832

```
14
C5H7NO | OMol25 | ωB97M-V/def2-TZVPD
C 1.5099 0.3900 0.7590
C 0.5503 -0.0999 -0.3245
C -0.3405 -1.2704 0.0055
C -1.6894 -1.0197 -0.2717
N -1.7165 0.3241 -0.6493
C -0.4846 0.9624 -0.7196
O -0.2842 2.1192 -1.0156
H 2.2857 -0.3557 0.9618
H 0.9746 0.5958 1.6930
H 1.9884 1.3173 0.4287
H 1.1203 -0.3479 -1.2317
H 0.0226 -2.2530 0.2985
H -1.3412 -1.1961 0.9333
H -2.5718 0.8312 -0.8270
```

[3]
The following is a quantum chemistry calculation of a single C5H7NO molecule, from OMol25.

HOMO energy in eV: -8.481
LUMO energy in eV: 0.4
Energy above the lowest of the compared OMol25 structures with the same formula, charge and spin in kcal/mol: 71.8
DFT total energy in eV: -8833.0911
HOMO-LUMO gap in eV: 8.920

```
14
C5H7NO | OMol25 | ωB97M-V/def2-TZVPD
C -0.5317 -1.7502 -0.4221
C -0.3512 0.5774 1.5387
C 0.0829 1.1745 0.2287
N -0.4393 2.4060 -0.0650
C 0.8915 0.3159 -0.4266
C 0.6585 -1.0177 0.2169
O 0.1134 -0.6439 1.5249
H -1.3371 -1.0140 -0.5486
H -0.3109 -2.1817 -1.4012
H -0.8883 -2.5305 0.2570
H 0.0505 3.0542 -0.6593
H -0.9654 2.8072 0.6975
H 1.4956 0.4652 -1.3176
H 1.5316 -1.6626 0.3767
```

[4]
The following is a quantum chemistry calculation of a single C5H7NO molecule, from OMol25.

HOMO energy in eV: -7.897
LUMO energy in eV: -0.1
Energy above the lowest of the compared OMol25 structures with the same formula, charge and spin in kcal/mol: 129.9
DFT total energy in eV: -8830.5711
HOMO-LUMO gap in eV: 7.751

```
14
C5H7NO | OMol25 | ωB97M-V/def2-TZVPD
O -0.6654 0.6937 -2.6921
C -0.6048 1.6896 -1.6716
C -0.3663 1.3104 -0.2529
C 0.1560 0.0041 -0.1189
C 0.1578 -0.6681 1.0603
C 0.6261 -1.8260 1.8242
N -0.2979 -0.7921 2.3098
H 0.2078 0.2976 -2.7893
H 0.1373 2.4707 -1.9231
H -1.5721 2.2013 -1.7210
H 0.5301 -0.6077 -0.9451
H 1.6677 -1.7950 2.1441
H 0.2085 -2.8194 1.6858
H -0.1848 -0.1590 3.0898
```

[5]
The following is a quantum chemistry calculation of 2 unconnected molecules or ions with the total composition C5H7NO in a non-equilibrium geometry, from OMol25.

HOMO energy in eV: -9.507
LUMO energy in eV: 0.8
Energy above the lowest of the compared OMol25 structures with the same formula, charge and spin in kcal/mol: 81.0
DFT total energy in eV: -8832.6886
SMILES: C#COC.CC#N
HOMO-LUMO gap in eV: 10.311

```
14
C5H7NO | OMol25 | ωB97M-V/def2-TZVPD
C 0.0277 0.0155 1.6923
C -0.6949 -0.1048 0.7359
O -1.6240 -0.2254 -0.2115
C -2.9293 -0.5404 0.2417
H 0.7558 -0.0888 2.4423
H -3.5881 -0.5818 -0.6242
H -3.3040 0.2145 0.9398
H -2.9509 -1.5094 0.7493
C 2.2055 0.5867 -1.4401
C 2.7725 0.1999 -0.1789
N 3.1479 -0.0409 0.8794
H 1.1214 0.5964 -1.3146
H 2.5319 -0.1150 -2.2066
H 2.5285 1.5934 -1.7049
```

[6]
The following is a quantum chemistry calculation of a single C5H7NO molecule in a non-equilibrium geometry, from OMol25.

HOMO energy in eV: -9.304
LUMO energy in eV: 0.3
Energy above the lowest of the compared OMol25 structures with the same formula, charge and spin in kcal/mol: 118.8
DFT total energy in eV: -8831.0499
SMILES: C1=CCCON=C1
HOMO-LUMO gap in eV: 9.567

```
14
C5H7NO | OMol25 | ωB97M-V/def2-TZVPD
C -0.2024 0.9766 1.1082
C -0.5036 -0.2891 1.3074
C -0.0027 -1.2256 0.2319
C -0.0403 -0.7809 -1.2663
O -0.3717 0.5496 -1.5952
N 0.6381 1.3340 -1.2218
C 0.4732 1.6960 0.0299
H -0.6022 1.7384 1.9015
H -0.7746 -0.5264 2.4273
H 1.0590 -1.2959 0.4392
H -0.4273 -2.3947 0.0587
H 0.7951 -1.1904 -2.0004
H -0.9548 -1.1959 -1.8476
H 0.9140 2.6045 0.4270
```

[7]
The following is a quantum chemistry calculation of a single C5H7NO molecule in a non-equilibrium geometry, from OMol25.

HOMO energy (spin up / spin down) in eV: -8.114 / -8.015
LUMO energy (spin up / spin down) in eV: 0.3 / -0.5
Energy above the lowest of the compared OMol25 structures with the same formula, charge and spin in kcal/mol: 89.2
DFT total energy in eV: -8832.3356
HOMO-LUMO gap (spin up / spin down) in eV: 8.392 / 7.565

```
14
C5H7NO | OMol25 | ωB97M-V/def2-TZVPD
C 1.8326 -0.9879 -0.0304
C 1.0935 0.2928 -0.3881
C -0.3380 0.1477 -0.0303
C -2.3858 1.0042 -0.4458
O -1.2623 0.5539 -0.9150
C -0.8154 -0.2921 1.2226
N -1.1961 -0.7392 2.2348
H 1.7507 -1.1748 1.0473
H 2.8790 -0.8762 -0.3135
H 1.3795 -1.8310 -0.5631
H 1.5409 1.1569 0.1298
H 1.1266 0.4905 -1.4639
H -3.2597 0.9668 -1.0816
H -2.3455 1.2883 0.5972
```

[8]
The following is a quantum chemistry calculation of a single C5H7NO molecule, from OMol25.

HOMO energy in eV: -8.154
LUMO energy in eV: 1.1
Energy above the lowest of the compared OMol25 structures with the same formula, charge and spin in kcal/mol: 78.0
DFT total energy in eV: -8832.8191
SMILES: C1=C[C@H]2CCN2O1
HOMO-LUMO gap in eV: 9.294

```
14
C5H7NO | OMol25 | ωB97M-V/def2-TZVPD
C 1.3489 1.3398 0.1327
C 1.2814 0.4859 -0.8833
C -0.1061 -0.0764 -0.8707
C -0.3836 -1.2945 0.0494
C -1.2992 -0.3419 0.8420
N -0.8543 0.8416 0.0591
O 0.1915 1.5182 0.8208
H 2.1816 1.9272 0.5015
H 2.0710 0.2315 -1.5740
H -0.5911 -0.1233 -1.8508
H 0.5079 -1.6012 0.6037
H -0.8548 -2.1720 -0.4015
H -1.1268 -0.2335 1.9146
H -2.3665 -0.5014 0.6565
```